[1]
Below is a single C23H27N3O3S molecule, with properties calculated with wB97M-V/def2-TZVPD.

Structure (XYZ):
```
57
Properties=species:S:1:pos:R:3:forces:R:3:mulliken_charge:R:1
C 4.425 3.262 -3.274 -0.01 0.04 0.01 -1.617
C 3.199 2.834 -2.529 0.02 -0.16 -0.05 0.693
C 2.800 1.518 -2.489 -0.16 0.22 0.12 -1.102
C 1.655 1.137 -1.779 -0.14 0.55 0.10 0.844
C 0.903 2.116 -1.106 0.66 -0.21 -0.55 -0.530
C 1.299 3.463 -1.140 0.00 0.04 0.01 1.489
C 2.435 3.790 -1.848 -0.13 -0.27 0.06 -0.814
H 2.754 4.822 -1.880 0.01 0.15 0.02 0.415
C 0.503 4.511 -0.419 0.06 -0.11 -0.06 -1.855
H 0.964 5.487 -0.547 -0.02 0.06 0.02 0.374
H -0.514 4.564 -0.808 -0.11 0.06 0.03 0.403
H 0.454 4.296 0.648 -0.06 0.04 0.11 0.369
N -0.216 1.715 -0.425 -0.27 0.31 0.26 0.173
C -0.657 0.427 -0.287 0.17 0.18 -0.14 0.128
O -1.697 0.209 0.329 -0.23 -0.11 0.15 -0.729
C 0.162 -0.587 -0.930 0.23 -0.09 -0.44 1.018
C 1.239 -0.221 -1.663 -0.54 -0.13 0.20 -0.411
H 1.833 -0.974 -2.162 0.03 -0.13 -0.03 0.373
C -0.177 -2.032 -0.674 -0.11 0.18 -0.08 -2.180
N 0.319 -2.477 0.614 -0.08 0.14 -0.17 0.315
C -0.494 -2.762 1.674 -0.18 -0.17 0.17 0.515
N -1.751 -2.302 1.632 0.07 0.22 -0.24 0.197
H -1.958 -1.474 1.078 0.18 -0.07 -0.09 0.126
C -2.735 -2.690 2.608 -0.48 -0.34 0.07 -1.249
H -2.567 -2.189 3.571 -0.03 -0.12 -0.08 0.291
C -4.140 -2.364 2.104 0.23 0.07 0.38 0.138
C -4.421 -0.850 1.943 -0.06 -0.11 -0.11 -0.776
H -5.217 -0.541 2.619 0.03 0.02 0.03 0.422
C -4.842 -0.703 0.477 0.00 -0.21 -0.08 -0.197
H -3.996 -0.360 -0.118 -0.04 0.01 -0.03 -0.133
H -5.674 -0.016 0.340 -0.02 0.06 -0.03 0.459
C -5.208 -2.139 0.098 -0.28 0.24 -0.13 -0.586
H -6.248 -2.359 0.387 0.05 0.00 -0.07 0.313
H -5.077 -2.366 -0.961 -0.06 0.01 0.04 0.356
O -4.319 -2.954 0.825 0.17 -0.10 0.05 -0.455
H -3.535 -0.256 2.157 0.02 0.08 0.07 0.253
H -4.864 -2.803 2.809 0.15 0.06 -0.08 0.450
H -2.642 -3.768 2.770 -0.03 0.18 0.06 0.635
S 0.040 -3.696 2.941 0.14 -0.40 0.69 -0.473
C 1.747 -2.661 0.726 0.05 0.05 0.37 -1.441
C 2.486 -1.363 0.796 0.76 -0.26 -0.47 0.957
C 3.682 -0.974 0.265 -0.52 -0.35 0.25 -0.992
C 3.878 0.369 0.670 -0.33 0.30 0.41 -0.245
C 2.789 0.695 1.413 0.80 0.47 -0.29 -0.718
O 1.943 -0.347 1.497 -0.43 -0.41 0.16 -0.274
H 2.507 1.597 1.919 -0.13 0.09 0.11 0.529
H 4.711 0.999 0.435 0.15 0.21 -0.01 0.496
H 4.341 -1.569 -0.332 0.10 -0.21 -0.16 0.540
H 1.912 -3.238 1.647 0.02 0.09 -0.32 0.439
H 2.125 -3.244 -0.122 -0.01 0.06 0.04 0.357
H 0.294 -2.653 -1.447 -0.09 0.08 0.03 0.426
H -1.257 -2.190 -0.712 0.11 -0.05 -0.04 0.572
H -0.778 2.418 0.041 0.00 -0.20 -0.04 0.265
H 3.372 0.755 -2.997 0.10 -0.11 -0.07 0.362
H 5.139 3.724 -2.593 0.11 0.03 -0.01 0.351
H 4.169 3.997 -4.036 0.06 0.04 -0.09 0.377
H 4.904 2.414 -3.756 0.08 -0.02 -0.06 0.359
```
Forces are in eV/Å.

Summary:
highest occupied orbital energy: -7.484 eV
energy above the lowest of the compared OMol25 structures with the same formula, charge and spin: 97.13 kJ/mol
SMILES string: Cc1cc(C)c2[nH]c(=O)c(CN(Cc3ccco3)C(=S)NC[C@H]3CCCO3)cc2c1
net charge: 0
E_tot: -45738.2280 eV



[2]
Below is a molecular structure, C23H27N4OPdS2 in a non-equilibrium geometry, with properties calculated with wB97M-V/def2-TZVPD.

Structure (XYZ):
```
58
Properties=species:S:1:pos:R:3:forces:R:3:mulliken_charge:R:1
Pd 2.152 -2.242 -1.486 0.22 -0.80 -0.45 0.053
S -0.011 -1.147 -2.405 -0.99 1.88 0.90 -0.209
C -0.315 0.262 -1.443 -2.75 -2.65 -4.16 0.152
N -1.428 0.997 -1.714 1.30 -0.47 1.03 0.148
C -1.470 2.352 -1.216 0.10 0.63 0.63 -0.794
C -0.942 2.390 0.217 -0.90 0.34 -0.36 -0.530
N 0.391 1.840 0.223 0.03 -1.41 -1.54 0.349
C 1.442 2.588 0.875 0.62 0.14 0.57 -1.732
C 1.396 2.514 2.382 -0.10 0.14 -0.02 1.031
C 1.271 3.667 3.143 0.06 -0.01 -0.10 -0.404
C 1.296 3.599 4.526 -0.04 0.09 0.09 -0.605
C 1.427 2.376 5.160 0.03 0.08 0.06 -0.430
C 1.543 1.221 4.406 -0.04 -0.05 0.01 -0.741
C 1.522 1.289 3.025 0.03 -0.10 -0.03 -0.111
C 0.626 0.718 -0.508 3.84 1.47 3.17 0.373
S 2.122 -0.099 -0.238 -1.15 0.27 -0.21 -0.055
C -2.675 0.423 -2.170 -0.40 -0.36 -0.49 -1.237
C -3.664 0.354 -1.026 -0.01 0.12 0.09 0.788
C -3.260 -0.169 0.199 -0.04 0.00 -0.05 -0.316
C -4.118 -0.163 1.285 0.05 -0.07 0.04 -0.741
C -5.401 0.341 1.152 -0.10 0.03 -0.03 -0.484
C -5.824 0.823 -0.075 -0.10 0.01 0.04 -0.529
C -4.957 0.841 -1.156 0.14 -0.04 -0.08 -0.540
H -2.494 2.718 -1.265 0.02 -0.01 0.07 0.474
H -0.839 2.987 -1.849 -0.13 0.00 0.01 0.328
H -1.594 1.808 0.880 0.10 0.15 -0.07 0.163
H -0.906 3.414 0.584 0.03 -0.01 0.01 0.507
H 1.369 3.635 0.556 -0.09 -0.16 -0.02 0.486
H 2.397 2.183 0.529 -0.19 0.19 -0.03 0.535
H 1.178 4.629 2.659 -0.01 0.09 -0.08 0.348
H 1.220 4.507 5.104 -0.03 0.06 0.08 0.385
H 1.450 2.328 6.239 0.00 -0.02 0.06 0.393
H 1.664 0.267 4.895 -0.02 -0.12 0.04 0.403
H 1.628 0.393 2.431 0.01 -0.13 0.00 0.305
H -2.465 -0.576 -2.564 -0.02 0.30 -0.04 0.381
H -3.074 1.048 -2.976 0.04 -0.18 0.02 0.381
H -2.261 -0.571 0.302 0.10 -0.06 0.07 0.696
H -3.788 -0.551 2.237 0.05 -0.05 0.08 0.425
H -6.071 0.359 1.999 -0.04 -0.03 0.05 0.399
H -6.830 1.196 -0.193 -0.08 0.06 0.01 0.397
H -5.293 1.238 -2.103 0.00 0.05 -0.10 0.381
N -0.914 -4.739 -1.080 -0.37 -0.12 0.03 -0.348
C 0.345 -4.312 -1.068 0.06 -0.27 0.08 0.732
O 0.648 -3.289 -0.429 -0.20 -0.26 0.23 -0.674
C 1.394 -5.048 -1.854 0.13 0.33 0.06 -0.416
C 2.201 -3.998 -2.621 -0.27 0.61 0.13 -0.836
H -1.617 -4.208 -0.590 0.06 -0.01 0.04 0.230
H -1.199 -5.567 -1.572 0.08 -0.04 -0.02 0.203
H 0.960 -5.799 -2.518 0.01 -0.06 0.06 0.353
H 2.048 -5.550 -1.135 -0.17 -0.02 0.03 0.238
H 1.675 -3.711 -3.546 0.26 -0.06 0.25 0.269
H 3.202 -4.367 -2.864 -0.19 0.28 0.12 0.416
C 6.245 -0.673 -1.838 0.93 0.47 0.16 -1.013
C 4.952 -1.243 -1.992 -1.65 -0.88 -0.63 0.544
N 3.909 -1.710 -2.136 1.69 0.60 0.26 -0.453
H 6.958 -1.154 -2.507 -0.02 0.00 0.02 0.344
H 6.572 -0.810 -0.806 0.05 0.02 -0.05 0.287
H 6.205 0.393 -2.062 0.05 -0.02 0.01 0.298
```
Forces are in eV/Å.

Summary:
highest occupied orbital energy: -10.126 eV
energy above the lowest of the compared OMol25 structures with the same formula, charge and spin: 170.07 kJ/mol
net charge: +1
E_tot: -57441.7690 eV



[3]
Below is a single C23H27N5O2 molecule in a non-equilibrium geometry, with properties calculated with wB97M-V/def2-TZVPD.

Structure (XYZ):
```
57
Properties=species:S:1:pos:R:3:forces:R:3:mulliken_charge:R:1
N 4.524 -1.061 4.417 0.17 0.56 -0.06 -0.338
C 4.489 -2.291 4.971 -0.32 -0.17 -0.11 0.310
O 5.123 -2.602 5.956 0.19 -0.21 0.31 -0.639
C 3.527 -3.241 4.267 0.18 -0.09 -0.06 -0.469
C 3.755 -3.315 2.753 -0.06 -0.08 0.13 -0.816
N 3.446 -2.058 2.082 -0.09 -0.12 -0.28 0.387
C 4.141 -1.903 0.816 0.15 0.25 -0.10 -0.870
C 3.896 -0.502 0.264 0.11 -0.26 -0.10 -0.764
N 2.474 -0.310 0.055 0.01 0.03 -0.09 -0.052
C 1.772 -0.467 1.317 -0.26 -0.33 0.10 -0.548
C 2.021 -1.866 1.865 -0.12 0.28 0.06 -0.922
H 1.494 -1.978 2.813 -0.03 -0.01 -0.03 0.319
H 1.627 -2.609 1.152 -0.01 0.00 0.06 0.359
H 0.707 -0.316 1.141 0.11 -0.03 0.15 0.425
H 2.117 0.280 2.055 -0.03 0.01 -0.01 0.259
C 2.185 0.962 -0.581 0.16 0.06 0.00 -0.858
C 0.801 0.998 -1.122 -0.57 0.03 0.06 0.766
N -0.326 0.854 -0.494 0.41 0.04 0.30 -0.497
C -1.257 0.992 -1.484 0.80 -0.07 -0.20 -0.340
N -0.719 1.214 -2.649 -1.08 -0.09 -0.40 -0.351
O 0.623 1.218 -2.428 0.76 -0.02 0.40 -0.222
C -2.720 0.954 -1.213 -0.14 0.12 -0.12 1.205
C -3.451 0.146 -2.266 -0.15 -0.10 -0.03 -0.016
C -2.929 -1.079 -2.664 -0.06 -0.03 -0.01 -0.263
C -3.580 -1.850 -3.609 0.07 -0.09 0.04 -0.814
C -4.770 -1.410 -4.163 -0.09 0.00 -0.07 -0.418
C -5.305 -0.200 -3.759 -0.09 -0.06 -0.08 -0.798
C -4.651 0.574 -2.815 0.03 0.02 0.08 -0.446
H -5.081 1.515 -2.507 -0.02 0.07 0.00 0.383
H -6.237 0.148 -4.181 -0.07 0.03 -0.03 0.391
H -5.279 -2.010 -4.903 -0.04 -0.04 -0.06 0.385
H -3.158 -2.797 -3.913 0.04 -0.07 -0.02 0.385
H -2.003 -1.431 -2.231 0.11 -0.04 0.00 0.378
C -3.200 2.385 -1.109 -0.11 0.07 0.23 -0.208
C -3.010 3.259 -2.174 -0.04 0.02 0.03 0.283
C -3.446 4.568 -2.087 0.03 -0.01 -0.08 -0.855
C -4.072 5.019 -0.936 -0.05 0.06 0.07 -0.363
C -4.260 4.154 0.128 -0.06 0.11 0.06 -0.701
C -3.824 2.842 0.042 0.03 -0.08 -0.09 -0.317
H -3.974 2.170 0.875 0.00 -0.09 0.07 0.373
H -4.746 4.499 1.028 -0.04 0.03 0.07 0.395
H -4.410 6.042 -0.868 -0.03 0.08 0.01 0.399
H -3.296 5.240 -2.919 0.01 0.05 -0.07 0.390
H -2.518 2.899 -3.066 0.03 0.03 -0.09 0.443
H -2.849 0.465 -0.239 0.07 0.10 -0.12 0.546
H 2.866 1.102 -1.424 -0.01 0.04 0.12 0.353
H 2.307 1.812 0.118 0.04 -0.07 -0.13 0.310
H 4.414 -0.397 -0.692 0.02 0.03 0.04 0.441
H 4.305 0.244 0.970 0.01 -0.02 -0.04 0.290
H 5.212 -2.044 0.979 -0.04 -0.02 -0.01 0.429
H 3.797 -2.642 0.074 0.05 0.00 0.02 0.366
H 3.158 -4.143 2.338 0.09 0.05 -0.02 0.362
H 4.809 -3.543 2.575 -0.05 -0.02 -0.04 0.415
H 2.509 -2.912 4.484 -0.05 -0.05 0.02 0.285
H 3.660 -4.233 4.699 -0.01 0.09 0.04 0.336
H 4.120 -0.953 3.491 0.05 0.02 0.04 0.310
H 5.195 -0.397 4.767 -0.01 -0.07 0.07 0.204
```
Forces are in eV/Å.

Summary:
highest occupied orbital energy: -9.193 eV
energy above the lowest of the compared OMol25 structures with the same formula, charge and spin: 280.45 kJ/mol
SMILES string: NC(=O)CCN1CCN(Cc2nc(C(c3ccccc3)c3ccccc3)no2)CC1
net charge: 0
E_tot: -35834.5701 eV



[4]
Below is a single C23H27NO3 molecule, with properties calculated with wB97M-V/def2-TZVPD.

Structure (XYZ):
```
54
Properties=species:S:1:pos:R:3:forces:R:3:mulliken_charge:R:1
C -1.902 1.713 -0.205 0.12 -0.39 -0.03 -0.028
C -2.212 0.598 -0.525 -0.08 0.55 0.03 0.263
C -2.751 -0.699 -0.912 -0.10 -0.46 -0.10 -0.870
N -4.188 -0.834 -0.738 0.04 -0.04 -0.02 0.038
C -4.606 -0.704 0.648 -0.34 -0.04 0.06 -0.467
C -6.102 -1.005 0.738 0.29 -0.11 0.23 -0.698
O -6.852 -0.135 -0.077 -0.07 0.15 0.07 -0.381
C -6.435 -0.235 -1.418 0.21 0.09 -0.32 -0.687
C -4.948 0.088 -1.565 -0.34 -0.02 0.02 -0.427
H -4.647 -0.042 -2.608 -0.01 0.04 -0.01 0.388
H -4.772 1.137 -1.272 -0.01 -0.07 -0.06 0.251
H -7.042 0.474 -1.982 0.06 -0.07 -0.03 0.360
H -6.619 -1.255 -1.790 0.00 0.09 -0.01 0.362
H -6.465 -0.861 1.757 0.05 -0.07 -0.04 0.358
H -6.278 -2.047 0.429 0.01 0.07 0.06 0.360
H -4.050 -1.424 1.254 0.00 0.02 0.04 0.409
H -4.413 0.310 1.038 0.01 -0.09 0.00 0.272
H -2.522 -0.885 -1.967 0.05 -0.07 0.12 0.340
H -2.263 -1.473 -0.309 0.01 0.01 -0.15 0.302
C -1.345 2.980 0.247 0.10 0.41 0.10 -0.432
H -0.766 3.428 -0.577 -0.13 0.00 0.15 0.216
O -0.551 2.847 1.415 -0.13 0.31 0.06 -0.436
C 0.537 1.962 1.283 0.26 -0.29 -0.15 0.040
C 1.777 2.623 0.645 -0.45 0.25 0.23 -0.464
O 2.556 1.749 -0.130 0.35 -0.40 -0.15 -0.324
C 3.199 0.710 0.589 0.06 -0.08 0.02 -0.473
C 4.418 0.244 -0.180 0.05 0.24 0.00 -0.007
C 4.568 0.531 -1.528 -0.09 0.08 0.09 -0.154
C 5.670 0.064 -2.222 0.05 -0.05 -0.08 -0.719
C 6.627 -0.700 -1.577 0.07 -0.03 -0.08 -0.391
C 6.479 -0.993 -0.231 0.04 -0.06 0.07 -0.744
C 5.380 -0.524 0.464 -0.05 0.07 -0.04 -0.299
H 5.265 -0.756 1.514 -0.01 -0.04 0.12 0.381
H 7.223 -1.588 0.278 0.06 -0.04 0.04 0.397
H 7.486 -1.066 -2.119 0.07 -0.02 -0.04 0.383
H 5.782 0.296 -3.271 0.01 0.02 -0.08 0.388
H 3.821 1.134 -2.020 -0.05 0.08 -0.07 0.455
C 2.298 -0.496 0.782 -0.14 0.06 0.16 0.253
C 2.174 -1.118 2.015 0.07 0.12 -0.13 -0.078
C 1.351 -2.221 2.161 -0.06 -0.12 0.08 -0.747
C 0.644 -2.709 1.076 -0.06 -0.10 0.10 -0.476
C 0.769 -2.095 -0.159 0.01 0.04 -0.12 -0.717
C 1.595 -0.997 -0.307 0.03 0.01 0.04 -0.136
H 1.696 -0.508 -1.264 -0.01 0.04 -0.13 0.357
H 0.225 -2.476 -1.012 -0.05 -0.04 -0.08 0.483
H 0.000 -3.568 1.192 -0.05 -0.07 0.01 0.434
H 1.258 -2.698 3.126 -0.02 -0.04 0.08 0.405
H 2.718 -0.736 2.868 0.05 0.07 0.09 0.431
H 3.518 1.089 1.574 -0.04 -0.05 -0.10 0.696
H 2.391 3.097 1.425 -0.03 -0.01 -0.11 0.281
H 1.453 3.398 -0.054 -0.02 0.00 0.15 0.367
H 0.244 1.096 0.676 0.08 0.10 0.15 -0.080
H 0.761 1.616 2.295 -0.03 -0.05 -0.12 0.192
H -2.150 3.666 0.527 0.16 -0.02 -0.15 0.373
```
Forces are in eV/Å.

Summary:
highest occupied orbital energy: -8.880 eV
energy above the lowest of the compared OMol25 structures with the same formula, charge and spin: 506.13 kJ/mol
SMILES string: C(#CCN1CCOCC1)COCCOC(c1ccccc1)c1ccccc1
net charge: 0
E_tot: -31918.6705 eV



no.,orbital gap (eV)
1,7.4733
2,5.8528
3,9.8514
4,9.6370